{"formula": "C4H3O4P", "method": "ωB97M-V/def2-TZVPD", "lumo_energy_ev": 6.405, "relative_energy_kcal_mol": 0.4, "total_charge": -2, "multiplicity": 1, "e_tot_ev": -21674.933, "gap_ev": 5.756, "smiles": "O=P([O-])([O-])c1ccco1", "elements": ["O", "P", "O", "O", "C", "C", "C", "C", "O", "H", "H", "H"], "coordinates": [[-3.713, 0.288, 1.529], [-3.768, 0.011, 0.040], [-3.689, 1.142, -0.935], [-4.668, -1.079, -0.476], [-1.927, -0.504, -0.024], [-1.126, 0.188, 0.818], [0.259, -0.121, 0.591], [0.284, -0.853, -0.524], [-0.971, -1.236, -0.953], [-1.497, 0.689, 1.776], [1.191, 0.334, 0.904], [1.145, -1.198, -1.062]]}



{"formula": "C5H15N2", "method": "ωB97M-V/def2-TZVPD", "lumo_energy_ev": -8.177, "relative_energy_kcal_mol": 152.3, "total_charge": 1, "multiplicity": 1, "e_tot_ev": -8396.071, "gap_ev": 5.462, "elements": ["N", "C", "C", "N", "C", "C", "C", "H", "H", "H", "H", "H", "H", "H", "H", "H", "H", "H", "H", "H", "H", "H"], "coordinates": [[0.952, -1.353, -0.703], [2.047, -0.961, 0.175], [2.937, 0.032, -0.670], [-1.029, 0.213, -0.695], [-0.977, 1.165, 0.390], [-1.474, 0.773, 1.735], [-2.381, -0.168, -1.139], [3.730, 0.553, -0.175], [-0.315, -0.558, -0.736], [0.832, -2.448, -0.636], [2.613, -1.742, 0.699], [1.685, -0.327, 1.073], [3.379, -0.510, -1.482], [2.221, 0.644, -1.093], [0.181, 1.341, 0.674], [-1.343, 2.101, 0.044], [-2.562, 0.808, 1.809], [-1.052, 1.422, 2.513], [-1.222, -0.250, 1.973], [-2.920, -1.035, -0.613], [-2.968, 0.702, -0.916], [-2.335, -0.400, -2.229]]}



{"formula": "C68H187Cs2F2N18O25S3", "method": "ωB97M-V/def2-TZVPD", "lumo_energy_ev": 1.589, "total_charge": -1, "multiplicity": 1, "e_tot_ev": -190591.081, "gap_ev": 7.496, "elements": ["Cs", "Cs", "S", "O", "O", "O", "O", "N", "S", "O", "O", "F", "S", "O", "O", "F", "C", "C", "C", "O", "C", "N", "H", "H", "H", "H", "H", "H", "H", "H", "H", "H", "H", "C", "C", "C", "O", "C", "N", "H", "H", "H", "H", "H", "H", "H", "H", "H", "H", "H", "C", "C", "C", "O", "C", "N", "H", "H", "H", "H", "H", "H", "H", "H", "H", "H", "H", "C", "C", "C", "O", "C", "N", "H", "H", "H", "H", "H", "H", "H", "H", "H", "H", "H", "C", "C", "C", "O", "C", "N", "H", "H", "H", "H", "H", "H", "H", "H", "H", "H", "H", "C", "C", "C", "O", "C", "N", "H", "H", "H", "H", "H", "H", "H", "H", "H", "H", "H", "C", "C", "C", "O", "C", "N", "H", "H", "H", "H", "H", "H", "H", "H", "H", "H", "H", "C", "C", "C", "O", "C", "N", "H", "H", "H", "H", "H", "H", "H", "H", "H", "H", "H", "C", "C", "C", "O", "C", "N", "H", "H", "H", "H", "H", "H", "H", "H", "H", "H", "H", "C", "C", "C", "O", "C", "N", "H", "H", "H", "H", "H", "H", "H", "H", "H", "H", "H", "C", "C", "C", "O", "C", "N", "H", "H", "H", "H", "H", "H", "H", "H", "H", "H", "H", "C", "C", "C", "O", "C", "N", "H", "H", "H", "H", "H", "H", "H", "H", "H", "H", "H", "C", "C", "C", "O", "C", "N", "H", "H", "H", "H", "H", "H", "H", "H", "H", "H", "H", "C", "C", "C", "O", "C", "N", "H", "H", "H", "H", "H", "H", "H", "H", "H", "H", "H", "C", "C", "C", "O", "C", "N", "H", "H", "H", "H", "H", "H", "H", "H", "H", "H", "H", "C", "C", "C", "O", "C", "N", "H", "H", "H", "H", "H", "H", "H", "H", "H", "H", "H", "C", "C", "C", "O", "C", "N", "H", "H", "H", "H", "H", "H", "H", "H", "H", "H", "H"], "coordinates": [[20.619, 14.983, 17.595], [19.347, 20.106, 14.715], [20.158, 16.847, 14.517], [19.794, 17.820, 13.445], [19.270, 15.747, 14.313], [21.576, 16.555, 14.312], [20.065, 17.459, 15.824], [17.082, 18.989, 18.902], [18.396, 19.848, 19.206], [18.280, 20.788, 20.311], [18.806, 20.393, 17.957], [19.584, 18.883, 19.581], [17.024, 17.589, 19.626], [15.821, 17.019, 19.211], [17.363, 17.548, 20.952], [18.021, 16.668, 18.847], [25.001, 18.261, 16.232], [23.977, 17.719, 17.179], [22.852, 18.645, 17.527], [23.345, 19.871, 18.047], [22.292, 20.761, 18.333], [23.396, 16.433, 16.731], [24.528, 18.705, 15.338], [25.697, 17.458, 15.950], [25.574, 19.094, 16.655], [24.525, 17.403, 18.052], [22.277, 18.229, 18.342], [22.206, 18.817, 16.686], [22.635, 21.763, 18.484], [21.760, 20.574, 19.276], [21.554, 20.731, 17.534], [24.149, 15.789, 16.582], [22.986, 16.605, 15.831], [14.014, 12.853, 13.174], [12.608, 13.435, 13.302], [12.614, 14.891, 13.659], [13.396, 15.092, 14.817], [13.271, 16.422, 15.217], [11.829, 13.421, 12.089], [14.639, 13.429, 12.507], [13.997, 11.795, 12.815], [14.589, 12.816, 14.076], [12.097, 12.821, 14.042], [11.549, 15.149, 13.817], [12.995, 15.399, 12.815], [13.529, 17.122, 14.392], [13.904, 16.605, 16.082], [12.209, 16.635, 15.517], [12.208, 14.040, 11.400], [11.614, 12.523, 11.668], [17.619, 11.615, 13.780], [18.062, 12.905, 14.579], [17.249, 13.011, 15.856], [17.631, 14.177, 16.587], [17.102, 15.415, 16.069], [19.461, 12.711, 14.944], [17.640, 10.717, 14.445], [18.307, 11.366, 12.952], [16.636, 11.704, 13.342], [17.878, 13.792, 13.997], [17.569, 12.132, 16.458], [16.166, 13.017, 15.666], [16.209, 15.187, 15.427], [17.895, 15.824, 15.527], [16.822, 16.038, 16.934], [19.926, 12.183, 14.179], [19.830, 13.656, 14.719], [16.438, 17.640, 28.666], [16.134, 17.916, 27.226], [15.736, 16.682, 26.455], [15.266, 17.016, 25.161], [16.315, 17.588, 24.332], [15.057, 18.947, 27.240], [17.075, 18.418, 29.135], [16.915, 16.642, 28.783], [15.497, 17.631, 29.263], [17.048, 18.281, 26.787], [14.854, 16.151, 26.934], [16.551, 15.956, 26.423], [15.977, 17.443, 23.283], [17.234, 17.059, 24.538], [16.418, 18.647, 24.562], [14.642, 19.115, 26.330], [14.315, 18.622, 27.828], [16.847, 19.047, 11.583], [16.434, 17.647, 12.119], [17.080, 16.602, 11.208], [16.372, 15.371, 11.388], [17.060, 14.265, 10.715], [16.756, 17.531, 13.543], [16.711, 19.769, 12.374], [16.252, 19.216, 10.719], [17.923, 19.041, 11.366], [15.343, 17.489, 11.971], [18.143, 16.527, 11.499], [17.015, 16.726, 10.126], [16.714, 13.371, 11.211], [18.144, 14.291, 10.812], [16.757, 14.217, 9.654], [16.602, 16.565, 13.787], [17.742, 17.572, 13.659], [21.575, 10.017, 18.443], [20.750, 11.127, 19.151], [21.712, 12.154, 19.732], [22.766, 11.604, 20.497], [22.370, 11.067, 21.801], [19.856, 12.006, 18.305], [22.296, 9.701, 19.204], [22.112, 10.331, 17.553], [20.872, 9.207, 18.190], [20.118, 10.612, 19.854], [21.178, 12.904, 20.311], [22.248, 12.563, 18.848], [21.619, 10.254, 21.644], [21.807, 11.873, 22.296], [23.257, 10.778, 22.378], [18.886, 11.766, 18.430], [20.042, 11.980, 17.286], [15.880, 23.496, 21.819], [15.754, 24.516, 20.696], [15.331, 23.835, 19.437], [15.023, 24.779, 18.432], [13.634, 24.790, 18.020], [14.837, 25.600, 20.912], [14.994, 22.899, 21.971], [16.222, 23.900, 22.779], [16.646, 22.736, 21.502], [16.782, 24.874, 20.607], [14.484, 23.171, 19.631], [16.135, 23.165, 19.083], [13.005, 25.094, 18.827], [13.288, 23.766, 17.805], [13.480, 25.461, 17.152], [14.963, 26.209, 20.113], [15.089, 26.080, 21.738], [21.714, 14.653, 23.556], [20.607, 14.852, 22.549], [19.377, 15.424, 23.205], [19.710, 16.483, 24.091], [19.990, 17.721, 23.493], [21.019, 15.475, 21.324], [22.528, 14.170, 22.992], [21.377, 13.958, 24.323], [22.069, 15.613, 23.948], [20.243, 13.861, 22.265], [18.943, 14.656, 23.868], [18.613, 15.767, 22.513], [19.353, 17.924, 22.639], [21.051, 17.807, 23.170], [19.820, 18.438, 24.286], [21.914, 15.993, 21.458], [20.323, 16.132, 20.979], [15.217, 21.511, 15.181], [15.424, 20.374, 16.208], [14.023, 19.634, 16.437], [12.963, 20.529, 16.741], [11.827, 19.810, 17.133], [16.466, 19.480, 15.797], [14.524, 22.225, 15.578], [14.899, 21.033, 14.212], [16.231, 21.910, 15.108], [15.680, 20.883, 17.139], [14.212, 18.863, 17.194], [13.842, 19.019, 15.559], [11.961, 19.426, 18.158], [11.638, 18.933, 16.468], [10.988, 20.557, 17.136], [16.775, 18.929, 16.624], [16.132, 18.764, 15.082], [12.510, 21.704, 23.694], [12.677, 20.255, 23.183], [13.852, 20.108, 22.301], [13.634, 20.761, 21.045], [14.522, 20.299, 20.041], [12.781, 19.277, 24.326], [12.727, 22.486, 22.953], [13.184, 21.898, 24.510], [11.520, 21.876, 24.125], [11.791, 20.059, 22.550], [14.121, 19.045, 22.124], [14.758, 20.549, 22.744], [14.359, 20.944, 19.192], [14.290, 19.232, 19.686], [15.551, 20.363, 20.391], [13.110, 18.367, 24.025], [11.957, 19.172, 24.906], [14.605, 10.680, 17.053], [14.090, 12.009, 17.676], [12.856, 12.434, 16.879], [11.760, 11.519, 17.191], [10.528, 11.947, 16.577], [13.928, 11.876, 19.123], [15.512, 10.310, 17.555], [14.843, 10.781, 15.982], [13.812, 9.948, 17.179], [14.793, 12.790, 17.476], [13.091, 12.466, 15.816], [12.600, 13.450, 17.166], [9.727, 11.212, 16.712], [10.701, 12.187, 15.514], [10.219, 12.889, 17.026], [13.456, 12.684, 19.490], [13.339, 11.138, 19.388], [19.585, 24.361, 16.307], [19.004, 23.470, 17.340], [19.014, 23.975, 18.709], [20.346, 24.387, 18.996], [20.470, 24.896, 20.353], [17.706, 22.942, 16.895], [20.637, 24.523, 16.601], [19.157, 25.358, 16.368], [19.474, 24.017, 15.272], [19.491, 22.533, 17.421], [18.682, 23.191, 19.402], [18.378, 24.856, 18.810], [20.376, 24.087, 21.019], [19.679, 25.640, 20.596], [21.438, 25.348, 20.438], [17.473, 22.091, 17.389], [16.857, 23.591, 16.949], [16.811, 13.736, 21.421], [17.546, 12.752, 20.527], [17.518, 11.404, 21.226], [18.297, 11.618, 22.412], [18.573, 10.465, 23.188], [17.042, 12.625, 19.140], [16.831, 14.761, 21.041], [17.352, 13.768, 22.398], [15.828, 13.330, 21.619], [18.583, 13.046, 20.486], [17.945, 10.620, 20.598], [16.528, 11.097, 21.556], [17.651, 9.952, 23.400], [18.968, 10.812, 24.138], [19.269, 9.764, 22.738], [16.012, 12.529, 19.210], [17.220, 13.437, 18.562], [24.902, 17.611, 23.305], [25.594, 17.672, 21.926], [24.949, 16.802, 20.860], [24.407, 15.546, 21.358], [24.102, 14.686, 20.299], [25.694, 19.050, 21.432], [25.383, 18.312, 23.992], [24.972, 16.562, 23.625], [23.842, 17.744, 23.081], [26.649, 17.315, 22.090], [25.694, 16.676, 20.036], [24.065, 17.235, 20.416], [25.043, 14.591, 19.821], [23.309, 15.136, 19.551], [23.642, 13.778, 20.753], [26.166, 19.629, 22.140], [26.233, 19.119, 20.596], [22.374, 21.348, 22.420], [23.592, 22.273, 22.508], [24.473, 21.669, 23.585], [25.782, 22.184, 23.388], [26.574, 21.974, 24.584], [24.143, 22.271, 21.201], [21.965, 21.059, 23.368], [22.592, 20.411, 21.881], [21.602, 21.892, 21.885], [23.199, 23.234, 22.883], [24.500, 20.574, 23.553], [24.088, 21.928, 24.620], [27.626, 22.179, 24.321], [26.535, 20.954, 24.965], [26.233, 22.569, 25.391], [24.994, 22.783, 21.149], [24.242, 21.274, 20.889], [11.934, 16.114, 18.493], [11.779, 15.705, 19.920], [13.154, 15.767, 20.654], [12.914, 15.109, 21.859], [13.488, 15.716, 23.025], [10.690, 16.401, 20.622], [11.041, 15.896, 17.972], [12.653, 15.419, 18.087], [12.248, 17.186, 18.396], [11.467, 14.648, 19.826], [13.340, 16.845, 20.863], [14.013, 15.485, 20.072], [13.285, 16.782, 23.108], [14.604, 15.590, 23.086], [13.049, 15.239, 23.913], [10.912, 17.402, 20.529], [10.735, 16.184, 21.603], [20.296, 23.306, 24.564], [18.914, 22.999, 25.151], [18.702, 21.542, 25.405], [19.021, 20.653, 24.258], [18.150, 20.786, 23.171], [18.713, 23.682, 26.449], [20.520, 24.367, 24.430], [20.368, 22.854, 23.552], [21.157, 22.930, 25.081], [18.214, 23.240, 24.380], [17.681, 21.343, 25.724], [19.345, 21.120, 26.228], [17.093, 20.623, 23.440], [18.490, 20.034, 22.478], [18.270, 21.715, 22.589], [17.795, 23.318, 26.747], [19.346, 23.280, 27.114]]}



{"formula": "C4H5F2N", "method": "ωB97M-V/def2-TZVPD", "lumo_energy_ev": 0.759, "relative_energy_kcal_mol": 0.0, "multiplicity": 1, "e_tot_ev": -11153.482, "gap_ev": 12.795, "smiles": "C[C@H](C#N)C(F)F", "elements": ["C", "C", "C", "N", "C", "F", "F", "H", "H", "H", "H", "H"], "coordinates": [[0.476, -0.542, -0.193], [-0.352, 0.116, 0.956], [-0.362, -0.865, 2.138], [-0.178, -1.674, 2.940], [-1.714, 0.574, 0.514], [-2.313, 1.316, 1.496], [-2.536, -0.426, 0.279], [-0.064, -1.259, -0.741], [1.233, -1.101, 0.267], [0.938, 0.218, -0.911], [0.145, 0.970, 1.490], [-1.721, 1.178, -0.366]]}



{"formula": "C22H31N2O5", "method": "ωB97M-V/def2-TZVPD", "lumo_energy_ev": -4.654, "total_charge": 1, "multiplicity": 1, "e_tot_ev": -36525.808, "gap_ev": 6.106, "elements": ["O", "C", "C", "C", "C", "C", "C", "N", "C", "C", "N", "C", "C", "C", "C", "C", "C", "H", "H", "H", "H", "H", "H", "H", "H", "H", "H", "H", "H", "H", "H", "H", "O", "C", "O", "C", "C", "C", "H", "H", "H", "H", "H", "H", "H", "H", "O", "C", "O", "C", "C", "C", "H", "H", "H", "H", "H", "H", "H", "H"], "coordinates": [[-1.441, -0.234, 0.952], [-1.821, 0.558, 0.102], [-3.222, 1.223, 0.310], [-3.183, 2.717, 0.839], [-2.255, 3.674, 0.035], [-0.780, 3.712, 0.107], [-0.005, 4.645, -0.693], [-0.679, 5.511, -1.528], [-2.048, 5.589, -1.644], [-2.902, 4.674, -0.868], [-0.914, 0.842, -0.987], [-1.247, 0.165, -2.226], [-2.529, 0.285, -2.939], [-2.775, -0.406, -4.220], [-1.688, -1.214, -4.774], [-0.393, -1.386, -4.109], [-0.185, -0.684, -2.834], [-3.898, 1.145, -0.589], [-3.736, 0.617, 1.113], [-2.992, 2.749, 1.951], [-4.233, 3.123, 0.717], [-0.283, 2.967, 0.778], [1.109, 4.642, -0.647], [-0.121, 6.145, -2.109], [-2.482, 6.352, -2.336], [-4.009, 4.741, -0.961], [0.060, 0.704, -0.717], [-3.353, 0.925, -2.546], [-3.743, -0.289, -4.758], [-1.835, -1.724, -5.765], [0.447, -1.982, -4.527], [0.796, -0.756, -2.290], [3.186, -0.410, -2.846], [3.989, -0.399, -1.945], [4.791, -1.455, -1.750], [5.875, -1.491, -0.810], [5.380, -1.795, 0.590], [4.053, 0.761, -0.983], [6.461, -0.571, -0.860], [6.533, -2.296, -1.138], [4.690, -1.030, 0.951], [6.216, -1.859, 1.287], [4.835, -2.741, 0.603], [3.241, 0.667, -0.260], [3.933, 1.685, -1.547], [4.997, 0.845, -0.450], [-1.967, -4.422, 6.389], [-1.362, -4.141, 5.390], [-0.954, -2.873, 5.185], [-0.105, -2.458, 4.108], [-0.895, -2.254, 2.830], [-1.118, -5.174, 4.319], [0.728, -3.155, 3.983], [0.330, -1.506, 4.415], [-1.377, -3.176, 2.500], [-0.246, -1.901, 2.031], [-1.689, -1.525, 2.988], [-2.030, -5.301, 3.734], [-0.862, -6.117, 4.800], [-0.295, -4.935, 3.649]]}



> What is the multiplicity in the second record?

1



> What is the multiplicity in the second record?

1